The following is a quantum chemistry calculation of 2 unconnected molecules or ions with the total composition C3H8O, from OMol25.

```
! wB97M-V def2-TZVPD RIJCOSX def2/J DEFGRID3
* xyz 0 1
C -1.099 -0.514 0.671
C 0.005 0.497 0.433
C 1.389 -0.046 0.135
O -0.203 1.689 0.504
H -2.071 -0.039 0.523
H -1.003 -1.388 0.019
H -1.038 -0.865 1.707
H 1.355 -0.956 -0.472
H 1.980 0.721 -0.372
H 1.884 -0.294 1.081
H -0.584 0.266 -2.280
H -0.614 0.929 -1.948
*
```

E_LUMO	1.1	eV
ΔE to the lowest compared entry with this formula, charge and spin	20.6	kcal per mole
gap between HOMO and LUMO	10.7453	eV
E_HOMO	-9.7	eV

The following is a quantum chemistry calculation of 2 unconnected molecules or ions with the total composition C4H7NO in a non-equilibrium geometry, from OMol25.

```
! wB97M-V def2-TZVPD RIJCOSX def2/J DEFGRID3
* xyz -1 2
C -0.217 -0.466 -1.285
C 0.596 0.619 -1.023
N 1.318 0.335 0.096
C 0.951 -0.891 0.584
C 0.030 -1.442 -0.282
H -0.777 -0.511 -2.205
H 0.607 1.542 -1.565
H 1.833 1.058 0.587
H 1.268 -1.248 1.545
H -0.499 -2.375 -0.238
H -1.978 0.698 0.631
H -1.804 0.782 2.060
O -2.027 1.365 1.328
*
```

E_LUMO (spin up / spin down)	4.4 / 4.1	eV
ΔE to the lowest compared entry with this formula, charge and spin	12.2	kcal per mole
gap between HOMO and LUMO (spin up / spin down)	3.1054 / 8.7890	eV
E_HOMO (spin up / spin down)	1.3 / -4.7	eV

The following is a quantum chemistry calculation of 11 unconnected molecules or ions with the total composition C32H72N2O20P in a non-equilibrium geometry, from OMol25.

```
! wB97M-V def2-TZVPD RIJCOSX def2/J DEFGRID3
* xyz -1 1
N -1.348 0.426 -2.004
H -1.589 -0.516 -1.430
H -1.525 1.164 -1.202
H -1.812 0.798 -2.618
H -0.342 0.364 -2.005
N 1.151 2.565 2.208
H 0.182 2.449 2.199
H 1.290 2.026 3.165
H 1.227 3.527 2.312
H 1.436 2.118 1.414
P -0.549 0.009 1.167
O 0.429 0.486 0.149
O 0.386 -0.194 2.497
O -1.361 -1.180 0.616
O -1.378 1.123 1.111
O -1.086 -6.418 2.113
C -0.630 -5.311 1.988
O 0.294 -4.724 2.753
C 0.811 -3.385 2.594
C 2.226 -3.360 3.122
C -1.496 -4.277 1.209
H 0.437 -2.291 3.002
H 0.838 -3.404 1.521
H 2.824 -4.197 2.818
H 2.472 -3.538 4.247
H 2.577 -2.415 2.807
H -0.995 -3.787 0.408
H -1.625 -3.420 1.920
H -2.520 -4.678 0.828
O 3.421 -2.565 -1.588
C 2.346 -3.113 -1.186
O 2.276 -4.358 -0.810
C 3.481 -5.208 -0.653
C 3.014 -6.617 -0.392
C 1.061 -2.296 -1.215
H 3.867 -5.057 0.090
H 4.237 -5.295 -1.514
H 3.059 -7.367 -1.310
H 2.185 -6.530 0.027
H 3.849 -7.026 0.131
H 0.726 -2.209 -0.228
H 0.488 -2.685 -2.156
H 1.177 -1.184 -1.291
O -6.541 -2.024 0.869
C -5.734 -1.132 0.531
O -5.823 -0.416 -0.630
C -7.005 -0.665 -1.353
C -7.118 0.083 -2.643
C -4.435 -1.043 1.227
H -7.764 -0.348 -0.775
H -7.432 -1.697 -1.442
H -7.030 1.018 -2.493
H -8.106 -0.017 -2.904
H -6.384 -0.576 -3.413
H -3.731 -0.253 0.873
H -3.764 -1.885 1.105
H -4.629 -1.135 2.394
O 0.535 0.683 -4.440
C 1.754 0.612 -4.487
O 2.603 1.377 -3.795
C 2.238 2.094 -2.579
C 3.304 3.039 -2.154
C 2.356 -0.080 -5.642
H 1.952 1.310 -1.690
H 1.169 2.689 -2.753
H 4.221 2.629 -1.622
H 2.897 3.859 -1.483
H 3.800 3.579 -3.181
H 1.432 -0.478 -6.238
H 2.901 -0.987 -5.225
H 3.118 0.304 -6.285
O 0.143 5.138 -2.073
C 0.015 4.578 -0.900
O 0.897 4.856 0.028
C 1.761 6.061 -0.119
C 2.616 5.944 1.082
C -1.102 3.715 -0.515
H 1.297 7.007 -0.032
H 2.321 6.195 -0.947
H 3.153 6.887 1.250
H 3.489 5.355 1.044
H 1.944 5.884 2.093
H -1.862 3.653 -1.332
H -1.645 4.291 0.240
H -0.579 2.827 -0.253
O -0.531 4.936 2.982
C -1.354 5.086 3.868
O -2.240 4.256 4.329
C -2.531 3.034 3.665
C -3.694 2.306 4.291
C -1.578 6.478 4.482
H -1.756 2.202 3.630
H -2.780 3.158 2.653
H -3.569 2.064 5.366
H -3.929 1.627 3.633
H -4.558 3.126 4.474
H -1.662 6.318 5.602
H -2.566 6.884 4.182
H -0.763 6.945 4.322
O -1.495 -1.833 -3.600
C -2.309 -2.639 -4.123
O -3.276 -3.211 -3.389
C -3.485 -2.892 -1.986
C -4.319 -3.995 -1.266
C -2.387 -2.994 -5.604
H -3.790 -1.971 -2.115
H -2.426 -2.959 -1.456
H -3.763 -4.880 -1.422
H -5.038 -4.298 -1.766
H -4.141 -3.929 -0.269
H -3.434 -2.895 -6.085
H -2.380 -4.085 -5.943
H -1.652 -2.291 -6.140
O 4.396 1.918 1.309
C 4.547 0.739 1.230
O 5.674 0.033 1.250
C 6.857 0.840 1.573
C 7.981 0.141 2.335
C 3.338 -0.109 0.996
H 6.725 1.728 2.240
H 7.383 1.171 0.612
H 8.837 0.787 2.511
H 8.226 -0.640 1.649
H 7.495 -0.342 3.163
H 3.730 -1.137 0.980
H 2.984 0.102 -0.042
H 2.539 -0.143 1.687
*
```

E_LUMO	2.1	eV
ΔE to the lowest compared entry with this formula, charge and spin	114.9	kcal per mole
gap between HOMO and LUMO	5.6169	eV
E_HOMO	-3.5	eV

The following is a quantum chemistry calculation of C20H34N2O3 in the gas phase, from OMol25.

```
! wB97M-V def2-TZVPD RIJCOSX def2/J DEFGRID3
* xyz 0 1
C -7.000 -1.186 -0.459
C -5.678 -1.892 -0.737
C -4.706 -1.047 -1.561
C -4.160 0.189 -0.844
C -3.250 -0.148 0.362
C -3.950 0.113 1.710
N -4.138 1.519 2.007
C -2.863 2.207 1.953
C -2.142 1.990 0.620
N -1.980 0.567 0.387
C -1.082 0.262 -0.711
C 0.375 0.272 -0.244
C 1.329 -0.144 -1.368
C 2.753 -0.115 -0.893
C 3.326 -1.243 -0.332
C 4.633 -1.231 0.143
O 5.250 -2.342 0.665
C 4.510 -3.530 0.784
C 5.378 -0.047 0.084
O 6.674 0.114 0.492
C 7.152 -0.630 1.590
C 4.792 1.098 -0.488
O 5.592 2.202 -0.510
C 5.090 3.379 -1.089
C 3.495 1.055 -0.974
H -7.470 -0.878 -1.390
H -7.681 -1.854 0.064
H -6.855 -0.304 0.160
H -5.209 -2.178 0.207
H -5.884 -2.811 -1.291
H -3.864 -1.675 -1.865
H -5.216 -0.722 -2.473
H -4.992 0.820 -0.526
H -3.582 0.764 -1.572
H -2.995 -1.214 0.320
H -3.329 -0.301 2.509
H -4.923 -0.381 1.733
H -4.769 1.931 1.323
H -2.244 1.810 2.761
H -3.028 3.273 2.125
H -2.709 2.483 -0.193
H -1.153 2.449 0.663
H -1.199 0.965 -1.553
H -1.320 -0.739 -1.081
H 0.649 1.268 0.106
H 0.477 -0.412 0.599
H 1.205 0.539 -2.212
H 1.068 -1.149 -1.706
H 2.741 -2.147 -0.284
H 3.635 -3.400 1.429
H 5.188 -4.250 1.241
H 4.191 -3.908 -0.193
H 6.435 -0.635 2.415
H 7.386 -1.661 1.313
H 8.064 -0.122 1.906
H 4.839 3.235 -2.146
H 4.209 3.750 -0.554
H 5.892 4.110 -1.008
H 3.043 1.930 -1.413
*
```

E_LUMO	0.8	eV
ΔE to the lowest compared entry with this formula, charge and spin	67.2	kcal per mole
gap between HOMO and LUMO	8.5182	eV
E_HOMO	-7.7	eV

The following is a quantum chemistry calculation of C8H10N2S in the gas phase in a non-equilibrium geometry, from OMol25.

```
! wB97M-V def2-TZVPD RIJCOSX def2/J DEFGRID3
* xyz 0 1
C 1.549 -1.490 -0.621
C 0.283 -1.071 0.050
C 0.200 -1.102 1.492
C -0.470 -0.099 2.063
N -1.070 0.764 1.289
C -0.701 1.318 0.209
C -1.706 1.807 -0.780
S 0.900 1.728 -0.231
C -0.864 -0.949 -0.694
C -2.229 -0.853 -0.216
N -3.350 -0.720 -0.073
H 1.685 -2.490 -1.242
H 2.453 -1.436 -0.027
H 1.683 -0.796 -1.460
H 0.625 -1.926 2.092
H -0.471 0.127 3.143
H -2.730 1.608 -0.371
H -1.649 1.366 -1.769
H -1.534 2.820 -0.981
H 1.376 0.933 0.699
H -0.891 -1.284 -1.661
*
```

E_LUMO (spin up / spin down)	0.0 / 0.0	eV
ΔE to the lowest compared entry with this formula, charge and spin	70.7	kcal per mole
gap between HOMO and LUMO (spin up / spin down)	8.0762 / 8.0757	eV
E_HOMO (spin up / spin down)	-8.1 / -8.1	eV

The following is a quantum chemistry calculation of 2 unconnected molecules or ions with the total composition ClH2N2O in a non-equilibrium geometry, from OMol25.

```
! wB97M-V def2-TZVPD RIJCOSX def2/J DEFGRID3
* xyz -1 1
N -0.163 0.224 0.334
N -1.293 -0.676 0.315
O -2.094 -0.217 -0.512
Cl 2.960 -0.075 -0.178
H 0.821 -0.103 0.482
H -0.231 0.847 -0.441
*
```

E_LUMO	4.0	eV
ΔE to the lowest compared entry with this formula, charge and spin	68.1	kcal per mole
gap between HOMO and LUMO	8.2883	eV
E_HOMO	-4.3	eV

The following is a quantum chemistry calculation of a molecular structure, C2H5ClFN3O in a non-equilibrium geometry, from OMol25.

```
! wB97M-V def2-TZVPD RIJCOSX def2/J DEFGRID3
* xyz 0 1
C 0.257 0.135 -0.106
C -0.741 1.208 -0.343
H -1.718 -1.520 0.726
H -0.815 -0.994 2.288
H 1.682 0.781 -1.314
H 2.012 -1.595 0.047
H -0.889 1.745 0.515
N -1.066 -0.578 1.321
N 0.349 -0.773 0.842
N 1.185 0.001 -0.980
O 2.154 -1.040 -0.821
F -0.112 1.972 -1.253
Cl -2.299 0.661 -0.923
*
```

E_LUMO	0.7	eV
ΔE to the lowest compared entry with this formula, charge and spin	55.1	kcal per mole
gap between HOMO and LUMO	9.5366	eV
E_HOMO	-8.8	eV

The following is a quantum chemistry calculation of a molecular structure, C31H32N6O5Rb, from OMol25.

```
! wB97M-V def2-TZVPD RIJCOSX def2/J DEFGRID3
* xyz -1 1
Rb 0.872 -2.150 1.005
C -1.398 3.613 -4.372
C -0.614 2.780 -3.399
C 0.376 3.276 -2.623
C 1.042 2.494 -1.621
C 2.070 3.147 -0.941
N 2.641 2.903 0.229
C 1.993 2.309 1.404
C 1.055 3.346 2.030
C -0.011 2.718 2.919
N -0.826 1.772 2.164
C -1.647 2.152 1.227
C -2.370 1.338 0.346
C -3.179 1.955 -0.641
C -3.871 1.230 -1.565
C -4.720 1.868 -2.630
C -3.723 -0.183 -1.520
C -2.943 -0.850 -0.619
C -2.733 -2.288 -0.833
N -1.748 -2.940 -0.387
C -1.518 -4.270 -0.904
C -0.225 -4.285 -1.723
C -0.139 -3.196 -2.788
N 0.229 -1.881 -2.270
C -0.460 -0.906 -2.681
C -0.214 0.532 -2.465
C -0.870 1.377 -3.302
C 0.723 1.068 -1.460
O 1.234 0.359 -0.596
C -2.245 -0.105 0.431
O -1.599 -0.648 1.339
H -1.030 4.640 -4.394
H -2.457 3.641 -4.102
H -1.334 3.210 -5.386
H 0.651 4.325 -2.712
H 2.482 4.018 -1.448
H 3.422 3.502 0.448
H 2.760 2.010 2.113
H 1.464 1.417 1.093
H 0.565 3.903 1.223
H 1.625 4.067 2.623
H -0.658 3.496 3.333
H 0.463 2.166 3.727
H -0.623 0.774 2.293
H -1.760 3.231 1.119
H -3.229 3.041 -0.659
H -4.717 2.954 -2.529
H -5.758 1.532 -2.575
H -4.356 1.627 -3.633
H -4.231 -0.771 -2.282
H -3.444 -2.753 -1.538
H -2.365 -4.610 -1.524
H -1.390 -4.959 -0.067
H -0.154 -5.259 -2.214
H 0.632 -4.229 -1.050
H -1.079 -3.144 -3.365
H 0.653 -3.475 -3.489
H -1.323 -1.086 -3.346
H -1.598 0.949 -3.989
O 2.436 1.202 4.408
C 2.093 0.136 3.851
O 1.095 -0.054 3.116
C 2.998 -1.082 4.079
C 3.859 -1.130 5.169
C 4.620 -2.270 5.364
C 4.511 -3.315 4.459
C 3.644 -3.172 3.384
N 2.908 -2.079 3.199
H 3.901 -0.275 5.830
H 5.289 -2.344 6.213
H 5.077 -4.229 4.579
H 3.509 -3.965 2.654
O 2.253 -7.168 0.464
C 1.886 -6.051 0.759
N 1.526 -4.957 1.044
*
```

E_LUMO	1.7	eV
ΔE to the lowest compared entry with this formula, charge and spin	6.3	kcal per mole
gap between HOMO and LUMO	6.5176	eV
E_HOMO	-4.8	eV

The following is a quantum chemistry calculation of a molecular structure, C18H16BBrNO4S4Sr, from OMol25.

```
! wB97M-V def2-TZVPD RIJCOSX def2/J DEFGRID3
* xyz -1 1
Sr 0.820 -0.784 2.853
O -4.653 -2.456 6.435
C -3.520 -2.326 5.705
C -3.532 -2.146 4.327
C -2.324 -2.023 3.673
N -1.142 -2.061 4.301
C -1.162 -2.248 5.612
Br 0.524 -2.338 6.445
C -2.307 -2.386 6.373
H -5.419 -2.372 5.856
H -4.462 -2.105 3.773
H -2.271 -1.894 2.596
H -2.266 -2.530 7.442
O 4.498 4.503 3.109
C 3.891 3.497 3.402
S 2.224 3.471 3.960
C 2.048 1.725 4.181
C 3.144 0.975 3.886
S 3.408 -0.765 3.986
S 4.564 1.874 3.332
S 0.465 1.249 4.783
C 1.611 2.364 -4.271
C 0.720 1.253 -4.829
C -0.474 1.911 -5.534
C 1.540 0.456 -5.853
C 0.215 0.311 -3.733
C -0.623 -0.752 -4.079
C -1.121 -1.652 -3.138
C -0.754 -1.461 -1.825
O -1.095 -2.187 -0.717
B -0.455 -1.598 0.409
O 0.277 -0.456 -0.115
C 0.074 -0.415 -1.468
C 0.570 0.480 -2.390
H 1.941 3.008 -5.089
H 2.499 1.961 -3.783
H 1.075 2.985 -3.551
H -0.125 2.589 -6.317
H -1.069 2.484 -4.821
H -1.126 1.169 -5.996
H 1.912 1.117 -6.640
H 0.943 -0.328 -6.321
H 2.396 -0.019 -5.368
H -0.903 -0.891 -5.116
H -1.768 -2.470 -3.425
H 1.215 1.281 -2.060
*
```

E_LUMO	1.9	eV
ΔE to the lowest compared entry with this formula, charge and spin	3.1	kcal per mole
gap between HOMO and LUMO	5.8164	eV
E_HOMO	-3.9	eV

The following is a quantum chemistry calculation of a molecular structure, C26H62N3O3P3Ti in a non-equilibrium geometry, from OMol25.

```
! wB97M-V def2-TZVPD RIJCOSX def2/J DEFGRID3
* xyz 4 1
Ti 0.116 0.532 -0.836
C -1.687 1.457 -0.435
O -2.739 1.973 -0.222
C 1.572 0.987 -2.091
O 2.528 1.204 -2.743
P 0.673 2.601 0.668
C 1.019 2.348 2.508
H 1.446 3.301 2.856
C 2.324 3.232 0.052
H 2.855 2.303 -0.227
C -0.463 4.070 0.905
H -1.317 3.608 1.434
C -3.046 0.364 -3.086
P -1.598 -0.562 -2.379
H -2.878 -2.577 -2.753
H -3.653 0.554 -2.191
C -0.774 -1.194 -3.920
H -1.621 -1.539 -4.529
C 2.159 4.136 -1.170
H 1.944 5.177 -0.864
H 1.408 3.821 -1.906
H 3.144 4.184 -1.659
C 3.110 4.055 1.084
H 3.938 4.554 0.556
H 3.528 3.492 1.926
H 2.480 4.867 1.485
C 0.060 5.212 1.798
H 0.346 4.880 2.804
H -0.762 5.931 1.934
H 0.891 5.770 1.338
C -0.979 4.615 -0.430
H -1.941 5.110 -0.235
H -1.164 3.832 -1.178
H -0.313 5.384 -0.847
C -0.238 2.088 3.360
H -0.761 3.027 3.621
H 0.042 1.574 4.296
H -0.965 1.433 2.851
C 2.084 1.268 2.645
H 1.721 0.275 2.343
H 2.430 1.201 3.687
H 2.949 1.470 2.002
C -3.900 -0.445 -4.072
H -4.200 -1.427 -3.686
H -3.409 -0.575 -5.047
H -4.825 0.119 -4.256
C -2.645 1.728 -3.661
H -2.256 1.665 -4.689
C -1.652 -3.017 -1.029
H -1.910 2.248 -3.029
H -3.542 2.370 -3.680
C -3.834 -1.750 -0.994
H -1.510 -2.712 0.021
H -2.033 -4.053 -1.081
H -0.623 -2.989 -1.384
C -2.571 -2.081 -1.809
H -4.166 -2.662 -0.479
H -4.656 -1.384 -1.630
H -3.649 -1.004 -0.206
C 0.147 -2.389 -3.649
H 0.918 -2.149 -2.897
H 0.649 -2.671 -4.585
H -0.416 -3.277 -3.344
C -0.028 -0.115 -4.705
H -0.576 0.828 -4.773
H 0.116 -0.479 -5.734
H 0.961 0.078 -4.274
H -3.032 -0.369 2.943
H -2.253 -0.438 2.887
C 2.849 -2.758 3.287
N 2.413 -1.890 2.180
C 3.535 -1.493 1.328
P 0.927 -2.184 1.449
O 0.414 -1.033 0.604
N 0.996 -3.639 0.699
C 1.751 -3.766 -0.552
C 1.126 -4.882 1.480
N 0.000 -2.562 2.771
C -1.308 -3.214 2.602
C -0.032 -1.565 3.855
H 3.589 -2.182 3.859
H 3.269 -3.710 2.941
H 2.030 -3.008 3.960
H 3.211 -0.717 0.626
H 3.958 -2.344 0.776
H 4.291 -1.062 1.995
H 1.750 -2.823 -1.117
H 2.807 -4.051 -0.360
H 1.232 -4.548 -1.134
H 2.184 -5.149 1.659
H 0.642 -4.816 2.451
H 0.617 -5.648 0.874
H -1.676 -3.539 3.587
H -2.053 -2.510 2.208
H -1.273 -4.077 1.932
H -0.516 -2.002 4.745
H 0.968 -1.180 4.106
H -0.672 -0.716 3.575
*
```

E_LUMO (spin up / spin down)	-16.3 / -16.3	eV
gap between HOMO and LUMO (spin up / spin down)	2.9535 / 2.9445	eV
E_HOMO (spin up / spin down)	-19.3 / -19.3	eV

The following is a quantum chemistry calculation of 2 unconnected molecules or ions with the total composition C4H10N2O in a non-equilibrium geometry, from OMol25.

```
! wB97M-V def2-TZVPD RIJCOSX def2/J DEFGRID3
* xyz 0 1
H -1.958 1.232 0.620
N -1.080 1.724 0.818
C -0.139 1.454 0.010
C -0.306 0.609 -1.317
N -1.439 -0.283 -1.365
H 0.678 2.170 -0.101
H -0.391 1.326 -2.139
H 0.615 0.045 -1.498
H -2.302 0.249 -1.302
H -1.428 -0.925 -0.577
C 0.904 -0.298 1.645
C 0.962 -1.386 0.859
O 1.955 -1.555 -0.061
H 0.249 -0.300 2.501
H 1.722 0.407 1.647
H 0.179 -2.140 0.865
H 1.779 -2.331 -0.605
*
```

E_LUMO	0.7	eV
ΔE to the lowest compared entry with this formula, charge and spin	75.1	kcal per mole
gap between HOMO and LUMO	9.5400	eV
E_HOMO	-8.8	eV

The following is a quantum chemistry calculation of 3 unconnected molecules or ions with the total composition H2N2O2 in a non-equilibrium geometry, from OMol25.

```
! wB97M-V def2-TZVPD RIJCOSX def2/J DEFGRID3
* xyz -2 1
N 0.645 1.518 -0.289
N 1.540 0.777 -0.317
O -0.584 1.552 -0.229
O 2.756 0.906 -0.157
H 1.113 3.561 -0.338
H -5.469 -8.314 1.330
*
```

E_LUMO (spin up / spin down)	5.5 / 5.5	eV
ΔE to the lowest compared entry with this formula, charge and spin	124.0	kcal per mole
gap between HOMO and LUMO (spin up / spin down)	3.6988 / 3.7080	eV
E_HOMO (spin up / spin down)	1.8 / 1.8	eV

no.,calculated total energy (eV)
1,-5287.2561
2,-7797.4437
3,-87559.2199
4,-30412.9603
5,-22269.8534
6,-17582.6979
7,-23907.5784
8,-52503.4820
9,-143507.1965
10,-89518.6242
11,-9335.7329
12,-7097.4687